a.
Formula: C2H7N
Source: the Open Molecules 2025 dataset
Level of theory: wB97M-V/def2-TZVPD

**SMILES**: C=C.N

Cartesian coordinates (Å):
N (2.95289, 6.21003, -1.24695)
C (-1.95094, -3.66250, 0.97075)
C (-2.07753, -4.94637, 0.69789)
H (2.30398, 6.77555, -0.74277)
H (-2.80848, -3.05230, 1.22958)
H (3.88170, 6.33410, -0.89260)
H (-1.30881, -5.54879, 0.22914)
H (2.96685, 6.50527, -2.21240)
H (-2.93732, -5.50864, 1.04847)
H (-1.02234, -3.10635, 0.91889)

Mulliken population analysis, charges in e, atoms 1 to 2:
1. N -0.6398
2. C -0.4339

b.
Formula: C2H7N
Source: the Open Molecules 2025 dataset
Level of theory: wB97M-V/def2-TZVPD

**SMILES**: C=N.C

Cartesian coordinates (Å):
N (1.52338, 3.42327, 2.74511)
C (2.64852, 2.90860, 2.98643)
C (-3.39519, -5.05643, -4.53254)
H (2.98408, 2.85169, 4.02393)
H (-2.57820, -5.68084, -4.19541)
H (1.37504, 3.36426, 1.73686)
H (-4.32219, -5.58861, -4.38126)
H (-3.30896, -4.08268, -4.07555)
H (3.36334, 2.55140, 2.24735)
H (-3.27952, -4.96816, -5.61309)

Mulliken population analysis, charges in e, atoms 1 to 2:
1. N -0.4659
2. C -0.2383

Of the structures shown above, a is the least stable.